Here is C25H48AsCsN6O4S3Si3 as an isolated structure at a distorted geometry from OMol25. Energies are from ωB97M-V with the def2-TZVPD basis set.

Last column: Löwdin charge in e.
Positions of all 91 atoms, in Å:
Cs 0.1906 1.4591 -1.8333  0.7383
C -2.9334 6.2020 -3.3773  -0.4283
S -3.4459 5.0412 -2.0993  0.7954
C -1.9133 4.3497 -1.5556  -1.2299
S -2.0971 3.1688 -0.3203  0.3135
N -0.8527 4.8638 -2.0961  -0.1074
N 0.3447 4.2309 -1.9258  -0.1822
C 1.3391 4.9366 -1.5637  -0.1118
C 2.6957 4.3588 -1.5132  -0.2742
C 3.7589 5.1752 -1.1279  -0.0233
C 5.0366 4.6471 -1.0770  -0.0613
C 5.2209 3.3172 -1.4167  -0.0672
C 4.1057 2.5793 -1.7886  -0.1561
N 2.8740 3.0696 -1.8385  0.0382
H -3.8092 6.8041 -3.6153  0.0236
H -2.5895 5.6892 -4.2733  0.0291
H -2.1370 6.8411 -3.0043  0.0248
H 1.2250 5.9807 -1.2699  0.1226
H 3.5726 6.2096 -0.8712  0.1121
H 5.8739 5.2640 -0.7781  0.1098
H 6.1978 2.8549 -1.3950  0.1043
H 4.2122 1.5324 -2.0582  0.1086
C -5.9681 -6.5323 -2.6495  -0.1139
C -4.8310 -5.7174 -2.0560  -0.3031
S -3.4256 -5.7469 -3.1519  0.6338
O -3.7177 -4.9237 -4.3001  -0.3131
O -3.0139 -7.1121 -3.3508  -0.2962
C -2.1359 -4.9180 -2.2324  -0.2089
C -0.8481 -4.9875 -3.0481  -0.1376
N 0.0612 -3.9072 -2.6849  0.0510
C 0.1457 -2.7265 -3.3499  -0.3316
N 1.0044 -1.8969 -2.7832  0.1037
C 1.5249 -2.5583 -1.7182  -0.0563
C 0.9514 -3.7952 -1.6321  -0.1521
N 1.1370 -4.7608 -0.6053  -0.3331
O 0.4250 -5.7538 -0.6051  0.0779
O 2.0018 -4.5288 0.2144  0.0898
C -0.6499 -2.4133 -4.5663  0.0155
H -6.8291 -6.4843 -1.9848  0.0806
H -5.6742 -7.5734 -2.7685  0.0791
H -6.2625 -6.1364 -3.6206  0.0819
H -4.4968 -6.1201 -1.0992  0.1052
H -5.1045 -4.6690 -1.9312  0.1066
H -2.0131 -5.3918 -1.2606  0.1025
H -2.4531 -3.8817 -2.1054  0.1166
H -1.0735 -4.8575 -4.1060  0.1156
H -0.3575 -5.9446 -2.9156  0.1313
H 2.2504 -2.1316 -1.0484  0.0967
H -0.4344 -3.1095 -5.3784  0.0948
H -0.3852 -1.4119 -4.8947  0.0864
H -1.7236 -2.4554 -4.3737  0.0903
C -1.9064 3.0893 3.5259  -0.2176
Si -0.0678 2.7367 3.6174  0.2599
C 0.9151 4.3111 3.3053  -0.2158
C 0.3463 2.1021 5.3399  -0.2054
As 0.5048 1.2555 1.8688  0.7513
Si 2.7213 0.6264 2.3457  0.2568
C 3.2169 -0.6432 1.0454  -0.2223
C 3.1161 -0.0758 4.0507  -0.2055
C 3.7656 2.1642 2.0441  -0.2122
Si -0.8596 -0.6124 2.3163  0.2543
C -2.6068 -0.1145 1.8440  -0.2131
C -0.8546 -1.2589 4.0840  -0.2086
C -0.3386 -2.0149 1.1682  -0.2194
H -2.1151 4.0254 4.0509  0.0344
H -2.4857 2.3043 4.0157  0.0205
H -2.2563 3.1970 2.4983  -0.0242
H 0.4651 5.1431 3.8527  0.0313
H 0.9237 4.5722 2.2459  0.0238
H 1.9477 4.2120 3.6442  0.0125
H 0.0616 2.8714 6.0643  0.0343
H 1.4108 1.9064 5.4678  0.0078
H -0.1976 1.1910 5.5924  0.0120
H 2.7232 -1.6069 1.1805  0.0097
H 4.2957 -0.8144 1.0850  0.0391
H 2.9779 -0.2647 0.0477  0.0096
H 2.3819 -0.8086 4.3841  0.0115
H 3.1756 0.7090 4.8052  0.0143
H 4.0898 -0.5723 4.0144  0.0313
H 3.4801 2.6505 1.1080  0.0098
H 4.8235 1.8967 1.9758  0.0351
H 3.6586 2.8968 2.8448  0.0158
H -3.0633 0.5299 2.5952  0.0181
H -3.2318 -1.0073 1.7502  0.0318
H -2.6383 0.4269 0.8960  0.0016
H -1.4249 -0.6067 4.7477  0.0199
H 0.1477 -1.3685 4.4968  0.0107
H -1.3319 -2.2430 4.1008  0.0318
H -0.2665 -1.6698 0.1346  0.0101
H -1.0957 -2.8049 1.2050  0.0369
H 0.6181 -2.4604 1.4453  0.0162

Output
- Orbital gap: 6.36 eV
- Energy above the lowest of the compared OMol25 structures with the same formula, charge and spin: 34.54 kJ/mol
- E_LUMO: -0.77 eV

Here is C25H48B3Br6Ca2FNO14 as an isolated structure at a distorted geometry from OMol25. Energies are from ωB97M-V with the def2-TZVPD basis set.

Last column: Löwdin charge in e.
Positions of all 100 atoms, in Å:
C 2.7552 -1.2613 -2.7136  0.0338
C 2.8862 -0.4980 -3.8055  -0.1922
C 4.1132 0.3761 -4.0748  -0.0489
B 3.8091 1.7313 -3.4135  -0.5121
O 4.2090 2.1365 -2.1530  0.3187
B 3.2558 2.9254 -1.5932  -0.2725
O 1.9155 2.6088 -1.9100  0.2716
B 1.7710 2.5313 -3.2585  -0.6263
C 0.3588 2.2234 -3.8953  -0.0152
C -0.7736 2.3551 -2.8891  -0.2577
O -1.8272 1.3642 -3.1116  -0.4310
C -1.4816 0.0781 -2.4970  -0.1692
C -2.2656 -1.0356 -3.1441  -0.0361
O 2.8832 2.6197 -4.0569  0.2792
H 3.3528 -1.0882 -1.7893  0.0104
H 2.0027 -2.0438 -2.7114  0.0493
H 2.0924 -0.4319 -4.5483  0.0793
H 4.9991 -0.1027 -3.6811  0.1235
H 4.1740 0.4921 -5.1538  0.1099
H 3.5130 3.8893 -0.9557  0.1269
H 0.4078 1.1741 -4.1903  0.1169
H 0.1906 2.8180 -4.7989  0.1081
H -0.4410 2.2925 -1.8612  0.1129
H -1.2163 3.3734 -3.0228  0.0979
H -1.6896 0.1517 -1.4351  0.1376
H -0.4096 -0.0688 -2.5923  0.1302
H -3.2086 -1.1924 -2.6339  0.0858
H -1.6865 -1.9494 -3.1468  0.0953
H -2.4895 -0.8029 -4.1858  0.0698
C -2.2022 5.0348 -0.1740  -0.1109
C -2.0038 5.1559 1.3203  -0.1112
O -1.7731 3.7891 1.7061  0.0794
C -1.3153 3.1173 0.6476  -0.5730
O -0.8872 2.0089 0.6445  0.1722
O -1.4203 3.8665 -0.4867  0.0002
H -1.8484 5.8975 -0.7337  0.1356
H -3.2468 4.8388 -0.4292  0.1047
H -1.1294 5.7506 1.5864  0.1426
H -2.8880 5.5468 1.8121  0.0319
Ca -2.6961 2.5528 -4.5711  1.6855
C 1.4458 -4.6931 2.4214  -0.1376
O 2.1024 -5.5034 1.4729  -0.1963
C 1.4721 -5.4597 0.2074  -0.2087
C 2.4328 -5.8599 -0.8910  -0.1946
O 3.3418 -4.8391 -1.2473  -0.1284
C 4.4039 -4.5564 -0.3416  -0.1705
C 5.4913 -5.6037 -0.3279  -0.1921
O 5.1194 -6.7502 0.4396  -0.2076
C 5.8318 -7.8974 0.0547  -0.1345
H 0.4290 -5.0528 2.6057  0.0482
H 2.0137 -4.7446 3.3458  0.0178
H 1.4140 -3.6481 2.0919  0.1001
H 1.1106 -4.4438 0.0077  0.1261
H 0.6155 -6.1512 0.2116  0.1254
H 1.8378 -6.0460 -1.7895  0.1234
H 2.9526 -6.7892 -0.6439  0.1199
H 4.0240 -4.3615 0.6606  0.1242
H 4.8400 -3.6207 -0.7008  0.1200
H 6.3936 -5.1706 0.1225  0.1279
H 5.7148 -5.9027 -1.3588  0.1270
H 5.6488 -8.1426 -0.9982  0.0885
H 5.4831 -8.7283 0.6683  0.0789
H 6.9117 -7.7693 0.2092  0.0833
C -6.4169 4.9722 1.5513  -1.5969
Br -5.5420 3.2826 1.2135  0.5767
Br -5.2963 6.1646 2.5370  0.7027
Br -7.0663 5.7673 -0.0808  0.5388
H -7.2786 4.7703 2.1730  -0.0147
C 1.1783 -5.3639 6.4611  -1.6178
Br -0.3685 -5.7058 5.3759  0.6241
Br 2.7680 -6.1028 5.6479  0.5968
Br 1.3961 -3.4907 6.8205  0.5991
H 1.0341 -5.8615 7.4077  -0.0306
F 4.4185 -0.9650 -0.5565  -0.6923
C 5.9185 -9.5010 5.3563  -0.1213
C 5.2019 -9.0958 6.6799  -0.6527
O 5.1344 -10.1542 7.4652  -0.2325
H 5.3423 -10.2355 4.8069  0.1051
H 6.0653 -8.6296 4.6995  0.0975
H 6.9116 -9.9556 5.5447  0.0172
H 4.2933 -8.5665 6.3577  0.0798
H 5.8169 -8.2142 7.1044  0.0048
C -6.9613 6.9518 6.4310  -0.8202
O -7.1294 6.2375 5.4058  -0.0869
O -5.9830 7.9537 6.2740  0.0113
O -7.5244 6.8882 7.5176  0.0225
H -5.7236 7.7797 5.3592  0.0481
Ca 7.4778 -8.9948 7.3529  1.6402
C -7.8115 9.7572 -2.4162  -0.1025
C -7.8970 9.6556 -3.9338  -0.2566
C -7.2796 8.3611 -4.4771  -0.1936
C -5.8562 8.2570 -4.1562  -0.2497
N -4.7377 8.1760 -3.9178  0.1296
H -6.7778 9.7863 -2.0692  0.0736
H -8.2989 10.6656 -2.0667  0.0778
H -8.3069 8.9058 -1.9453  0.0721
H -7.4044 10.5160 -4.3891  0.1135
H -8.9431 9.6888 -4.2402  0.1103
H -7.3832 8.3135 -5.5615  0.1167
H -7.7904 7.4955 -4.0519  0.1167

Output
- Total charge: +1
- Orbital gap: 1.14 eV
- E_LUMO: -6.13 eV

Here is C25H48BNP2Tm as an isolated structure at a distorted geometry from OMol25. Energies are from ωB97M-V with the def2-TZVPD basis set.

Last column: Löwdin charge in e.
Positions of all 78 atoms, in Å:
Tm -0.7297 0.4181 -1.2009  1.2996
C 2.4602 0.6922 -1.2166  -0.2348
C 1.6010 1.5197 -2.0015  -0.3387
C 1.4401 2.1745 0.2044  -0.2405
C 2.4157 1.1501 0.1157  -0.2107
C 0.9259 2.4174 -1.0991  -0.3612
C 3.3394 -0.3773 -1.7331  -0.0374
H 2.9434 -0.8010 -2.6628  0.0704
H 3.4106 -1.1942 -1.0018  0.0573
H 4.3645 -0.0346 -1.9497  0.1035
C 3.3116 0.7093 1.2096  -0.0128
H 3.9275 -0.1399 0.8994  0.0740
H 2.7497 0.4235 2.1104  0.0432
H 4.0105 1.5127 1.4858  0.1027
C 1.1045 2.9763 1.3973  -0.0271
H 1.6996 3.9041 1.4644  0.1061
H 1.2717 2.4085 2.3211  0.0482
H 0.0487 3.2799 1.3761  0.0692
C -0.0067 3.5220 -1.4459  -0.0482
H 0.5236 4.2937 -2.0199  0.1039
H -0.3954 4.0095 -0.5413  0.0793
H -0.8758 3.1997 -2.0483  0.0453
C 1.7641 1.7049 -3.4639  -0.0524
H 2.6885 2.2861 -3.6785  0.1091
H 0.9181 2.2411 -3.8975  0.0648
H 1.8700 0.7334 -3.9614  0.0680
C -1.5178 -1.7244 -1.7371  -0.2266
C -0.4238 -1.4404 -2.5318  -0.2343
C -0.5053 -1.1946 -4.0260  -0.1302
C -1.0778 0.1754 -4.4554  -0.1494
C -1.5855 1.0666 -3.3496  -0.1899
C -2.6595 0.7381 -2.5302  -0.2290
C -3.4992 -0.4977 -2.8151  -0.1464
C -2.9351 -1.8137 -2.2370  -0.1416
H -1.0805 -1.9915 -4.5308  0.1349
H -1.8777 0.0019 -5.1933  0.1372
H 0.5145 -1.3052 -4.4400  0.1249
H -3.0636 -2.6101 -2.9892  0.1400
H -1.3498 -2.2212 -0.7761  0.0605
H 0.5828 -1.7082 -2.1717  0.0739
H -3.5543 -2.1449 -1.3867  0.1136
H -4.5191 -0.3533 -2.4272  0.1123
H -3.2121 1.5601 -2.0543  0.0966
H -3.6207 -0.6123 -3.9047  0.1284
H -0.2878 0.7090 -5.0039  0.1103
H -1.4545 2.1259 -3.5871  0.1257
P 0.8846 -3.0012 0.1502  0.7844
C 2.3133 -2.9526 1.2900  -0.2618
H 2.5077 -3.9585 1.6815  0.0514
H 2.0924 -2.2656 2.1207  0.0074
H 3.1990 -2.5903 0.7489  0.0289
C -0.3933 -3.7055 1.2756  -0.2694
H -0.0082 -4.6198 1.7449  0.0507
H -1.2974 -3.9478 0.7022  0.0334
H -0.6497 -2.9736 2.0548  0.0367
C 1.2489 -4.4217 -0.9387  -0.2882
H 0.3807 -4.5962 -1.5902  0.0357
H 1.4600 -5.3184 -0.3370  0.0469
H 2.1207 -4.1634 -1.5569  0.0416
P -2.9163 1.1404 0.7475  0.7944
C -3.6047 2.8062 0.4271  -0.2609
H -4.6868 2.7924 0.6092  0.0548
H -3.4105 3.1103 -0.6145  0.0259
H -3.1140 3.5220 1.1037  0.0563
C -4.3210 -0.0332 0.5859  -0.2497
H -4.6553 -0.1248 -0.4552  0.0180
H -5.1530 0.3079 1.2180  0.0602
H -3.9838 -1.0220 0.9343  0.0575
C -2.7400 1.1376 2.5788  -0.2438
H -3.7235 1.3118 3.0412  0.0624
H -2.0394 1.9217 2.9026  0.0598
H -2.3457 0.1681 2.9243  0.0415
B 0.7212 -0.1792 3.3785  -0.4170
C 0.1311 -0.2816 1.9844  -0.2274
N -0.3584 -0.2850 0.9125  -0.0286
H 1.0688 0.9872 3.5731  0.0392
H 1.6925 -0.8985 3.5392  0.0287
H -0.1430 -0.4736 4.2015  0.0396

Output
- Total charge: +1
- Orbital gap (alpha / beta): 4.56 / 4.64 eV
- Energy above the lowest of the compared OMol25 structures with the same formula, charge and spin: 0.00 kJ/mol
- 2S+1: 3
- <S²>: 2.01
- E_LUMO (alpha / beta): -5.21 / -5.14 eV